[1]
35
Properties=species:S:1:pos:R:3:mulliken_charge:R:1 method="wB97M-V/def2-TZVPD" homo_ha=-0.19744 gap_ev=8.49 total_charge=-1
C -0.224 1.380 0.698 0.075
O -1.433 1.605 0.078 -0.795
C 0.470 0.136 -0.013 -0.754
C 1.277 0.686 -1.211 -0.913
C 2.708 0.185 -1.226 0.270
C 3.703 0.829 -0.592 -1.023
N 2.821 -0.874 -2.144 -0.502
H -0.549 1.007 1.660 -0.384
H 0.199 2.315 0.661 0.574
H -0.209 -0.745 -0.190 0.204
H 1.130 -0.392 0.590 0.872
H 0.729 0.585 -2.121 0.293
H 1.361 1.857 -1.036 0.302
H 4.446 0.251 -0.147 0.310
H 3.406 1.709 -0.162 0.366
H 1.944 -1.459 -2.167 0.255
H 3.512 -1.497 -2.110 0.234
H -1.519 -1.953 -1.806 0.433
H -1.334 -2.738 -0.642 0.284
O -0.905 -2.698 -1.516 -0.702
H -1.938 0.820 3.137 0.298
H -2.023 -0.774 2.972 0.373
O -1.679 0.008 3.519 -0.690
H -1.585 0.688 -0.679 0.456
H -3.084 -0.370 -1.122 0.163
O -2.231 -0.455 -1.080 -0.873
H -2.200 3.544 -1.044 0.301
H -1.323 2.542 -1.359 0.474
O -1.755 3.307 -1.844 -0.768
H -2.965 -2.128 1.501 0.195
H -2.209 -1.082 0.309 0.442
O -2.279 -1.598 1.305 -0.741
H 1.277 -2.329 2.356 0.308
H 0.816 -0.876 2.786 0.373
O 1.646 -1.487 2.639 -0.706

[2]
35
Properties=species:S:1:pos:R:3:mulliken_charge:R:1 method="wB97M-V/def2-TZVPD" homo_ha=-0.18369 gap_ev=8.26 total_charge=-1
C 0.472 -1.652 -0.915 -0.874
O 1.126 -0.688 -1.703 -0.511
C -0.718 -1.115 -0.107 -0.002
C -1.981 -0.665 -0.918 -0.811
C -2.108 0.838 -0.922 0.460
C -3.050 1.457 -0.200 -1.050
N -1.101 1.507 -1.595 -0.537
H 1.138 -2.117 -0.183 0.291
H 0.160 -2.445 -1.610 0.456
H -0.324 -0.283 0.481 0.110
H -1.052 -1.948 0.507 0.381
H -2.026 -1.069 -1.944 0.295
H -2.805 -1.230 -0.465 0.396
H -3.118 2.510 0.020 0.312
H -3.768 0.832 0.310 0.265
H -0.328 0.974 -1.971 0.305
H -0.750 2.290 -1.061 0.276
H 1.344 2.870 0.253 0.328
H 0.441 3.433 1.473 0.280
O 1.025 3.694 0.754 -0.699
H 2.463 -1.531 3.640 0.263
H 1.682 -0.594 2.572 0.502
O 1.599 -1.275 3.309 -0.723
H 1.396 0.056 -1.096 0.331
H 2.762 1.680 -0.961 0.104
O 1.834 1.628 -0.678 -1.018
H 0.693 0.044 -4.189 0.319
H -0.190 -1.161 -3.695 0.316
O -0.079 -0.495 -4.386 -0.658
H 1.659 1.439 2.123 0.281
H 1.971 1.007 0.704 0.409
O 2.005 0.654 1.679 -0.822
H 0.443 -2.898 3.082 0.382
H -0.493 -2.482 4.113 0.293
O -0.324 -3.265 3.580 -0.649

[3]
36
Properties=species:S:1:pos:R:3:mulliken_charge:R:1 method="wB97M-V/def2-TZVPD" homo_ha=-0.23745 gap_ev=9.74 total_charge=-1
C 2.467 -1.358 2.212 -0.934
N 1.117 -1.936 2.020 -0.575
C 0.113 -0.807 2.171 0.152
C 0.194 0.402 1.231 0.542
C -0.210 1.492 2.220 -0.028
O 0.529 2.323 2.690 -0.524
C -1.274 -1.407 1.934 -0.733
O -1.323 -2.042 0.639 -0.604
H 2.596 -0.941 3.191 0.319
H 2.799 -0.614 1.456 0.296
H 3.143 -2.186 1.929 0.375
H 1.027 -2.120 1.007 0.366
H 0.149 -0.620 3.290 0.430
H 1.216 0.665 0.978 0.267
H -0.256 0.210 0.278 -0.690
H -1.254 1.436 2.542 0.351
H -2.127 -0.675 1.906 0.245
H -1.565 -2.129 2.707 0.368
H -0.826 1.006 -1.982 0.419
H -0.490 1.975 -1.038 0.389
O -0.759 2.006 -1.973 -0.794
H 1.078 0.035 -2.904 0.337
H 0.119 -0.710 -1.666 0.524
O 1.118 -0.525 -2.130 -0.861
H -3.153 2.015 -0.995 0.331
H -2.434 0.662 -1.075 0.390
O -3.229 1.103 -0.708 -0.706
H -0.527 -0.962 -3.379 0.318
H 0.550 -1.616 -4.024 0.341
O -0.137 -0.958 -4.263 -0.721
H -1.664 -1.401 -0.069 0.325
H -1.929 -1.164 -1.824 0.149
O -1.235 -0.562 -1.539 -1.065
H 2.803 2.810 -1.722 0.302
H 1.246 3.181 -1.699 0.347
O 2.126 3.413 -1.409 -0.648

[4]
40
Properties=species:S:1:pos:R:3:mulliken_charge:R:1 method="wB97M-V/def2-TZVPD" homo_ha=-0.44443 gap_ev=9.26 total_charge=+1
C 0.241 0.417 2.880 -1.463
C 1.382 0.936 2.031 0.510
Cl 1.974 -0.373 0.953 -0.195
C 1.020 2.179 1.202 -1.149
N 0.336 1.879 -0.047 0.484
C -0.938 1.616 -0.315 -0.365
N -1.153 1.344 -1.588 -0.563
C 0.065 1.414 -2.156 0.764
N 0.332 1.197 -3.437 0.027
N 1.619 1.317 -3.970 -0.737
N 0.992 1.755 -1.242 -0.160
H 0.589 -0.376 3.539 0.402
H -0.563 -0.001 2.273 0.316
H -0.174 1.208 3.505 0.318
H 2.240 1.188 2.651 0.439
H 1.913 2.751 0.956 0.400
H 0.353 2.824 1.773 0.441
H -1.693 1.646 0.456 0.437
H -0.416 0.932 -4.057 0.234
H 2.193 0.540 -3.653 0.289
H 2.049 2.189 -3.676 0.348
H 1.995 1.828 -1.331 0.217
O -1.119 -2.900 1.583 -0.716
H -0.695 -2.214 1.057 0.291
H -0.465 -3.130 2.253 0.346
O -1.428 -5.506 0.135 -0.642
H -1.637 -5.158 -0.738 0.293
H -1.205 -4.729 0.665 0.363
O -1.574 4.498 -0.544 -0.598
H -1.355 3.994 -1.334 0.302
H -2.246 5.117 -0.852 0.315
O 4.110 2.570 -3.451 -0.651
H 4.898 3.102 -3.297 0.307
H 4.157 2.307 -4.377 0.325
O -2.240 -0.853 4.186 -0.590
H -2.682 -0.152 4.676 0.295
H -2.936 -1.488 3.983 0.309
O -2.887 -8.000 -0.536 -0.632
H -2.493 -7.183 -0.206 0.373
H -2.558 -8.686 0.050 0.315

[5]
34
Properties=species:S:1:pos:R:3:mulliken_charge:R:1 method="wB97M-V/def2-TZVPD" smiles=CCCNCC.O.O.O.O.O homo_ha=-0.33306 gap_ev=9.30 total_charge=0
C 2.205 -0.720 -1.791 -1.182
C 1.978 -0.079 -0.393 -0.634
C 1.167 -1.013 0.517 -0.349
N 0.365 -0.247 1.507 -0.098
C 0.860 -0.292 2.870 -0.661
C 2.171 0.499 3.083 -0.730
H 1.226 -0.750 -2.308 0.241
H 2.828 0.026 -2.236 0.408
H 2.755 -1.673 -1.755 0.317
H 1.412 0.832 -0.549 0.337
H 2.896 0.392 0.076 0.350
H 0.342 -1.564 0.044 0.327
H 1.911 -1.604 1.120 0.268
H 0.200 0.773 1.305 0.157
H 1.064 -1.349 3.212 0.306
H 0.043 0.228 3.464 0.377
H 2.327 1.042 2.067 0.100
H 3.012 -0.125 3.331 0.253
H 1.995 1.177 3.889 0.345
O -2.316 -0.259 -1.206 -0.549
H -2.378 -0.471 -0.269 0.323
H -1.839 -0.988 -1.657 0.298
O -2.507 2.265 -3.020 -0.625
H -2.436 3.036 -2.454 0.293
H -2.765 1.564 -2.426 0.336
O -2.688 1.706 0.749 -0.613
H -2.515 1.816 -0.176 0.272
H -2.117 2.095 1.396 0.275
O -1.778 -2.497 1.194 -0.712
H -0.903 -2.069 1.078 0.270
H -2.317 -2.016 1.835 0.313
O -1.396 -0.201 -4.441 -0.625
H -1.733 -0.243 -3.522 0.284
H -1.071 0.711 -4.533 0.326

[6]
36
Properties=species:S:1:pos:R:3:mulliken_charge:R:1 method="wB97M-V/def2-TZVPD" smiles="C=NC(=C)CC.O.O.O.O.O.O.O" homo_ha=-0.34144 gap_ev=9.54 total_charge=0
C -0.274 -1.624 2.659 -0.378
N -0.109 -1.341 1.405 0.119
C 0.646 -2.254 0.504 0.239
C 1.993 -2.211 0.659 -0.905
C -0.057 -3.036 -0.594 -0.388
C -1.355 -2.502 -1.337 -0.876
H -1.025 -0.845 3.096 0.168
H 0.084 -2.535 3.122 0.325
H 2.623 -2.948 0.187 0.287
H 2.608 -1.691 1.472 0.220
H 0.700 -3.013 -1.446 0.286
H -0.332 -4.031 -0.084 0.243
H -0.940 -1.488 -1.727 0.210
H -1.434 -3.084 -2.333 0.319
H -2.236 -2.317 -0.819 0.402
O -0.060 1.585 1.760 -0.471
H -0.844 1.027 1.884 0.214
H -0.273 2.298 2.387 0.242
O 1.298 0.711 -1.800 -0.560
H 2.181 1.026 -1.642 0.319
H 1.374 0.182 -1.040 0.191
O -0.970 0.996 -0.686 -0.782
H -0.578 0.079 -0.797 -0.222
H -0.616 1.348 0.244 0.763
O 2.822 1.671 0.553 -0.601
H 2.931 2.612 0.874 0.299
H 2.461 1.283 1.415 0.274
O -0.965 3.699 -0.594 -0.674
H -1.199 2.907 -1.100 0.271
H 0.014 3.826 -0.958 0.377
O -2.730 0.702 1.348 -0.670
H -3.296 1.513 1.554 0.315
H -2.403 0.828 0.403 0.411
O -0.052 2.581 -3.051 -0.666
H -0.717 2.019 -2.529 0.301
H 0.730 2.028 -2.987 0.398

[7]
38
Properties=species:S:1:pos:R:3:mulliken_charge:R:1 method="wB97M-V/def2-TZVPD" homo_ha="0.01217 / -0.17678" spin_multiplicity=2 gap_ev="2.46 / 7.46" total_charge=-1
O -1.585 -2.929 0.913 -0.526
C -1.439 -2.400 -0.157 0.494
O -2.517 -2.242 -0.992 -0.438
C -0.219 -1.806 -0.791 -0.788
C 0.237 -0.543 -0.041 0.427
C 0.802 -0.762 1.362 -0.777
C 3.126 -0.508 0.910 -0.269
N 2.159 -1.248 1.368 -0.366
H -3.272 -2.711 -0.615 0.293
H 0.544 -2.575 -0.567 0.181
H -0.258 -1.685 -1.868 0.359
H -0.671 0.067 0.089 -0.180
H 0.959 0.003 -0.647 0.320
H 0.246 -1.536 1.896 0.458
H 0.656 0.206 1.879 0.093
H 2.996 0.403 0.326 -0.059
H 4.165 -0.819 0.967 0.205
H -2.211 0.654 -1.935 0.346
H -1.369 1.855 -2.094 0.345
O -2.301 1.621 -1.929 -0.764
H 3.004 1.881 -0.778 0.103
H 1.711 2.611 -0.816 0.358
O 2.343 2.184 -1.414 -0.654
H 0.616 -4.117 0.894 0.359
H 1.971 -3.544 0.674 0.369
O 1.341 -4.160 0.253 -0.730
H -0.821 2.718 0.310 0.223
H -0.335 4.008 -0.380 0.242
O -0.038 3.138 -0.096 -0.456
H 0.490 2.994 -3.523 0.294
H 1.393 1.873 -3.218 0.324
O 0.457 2.037 -3.407 -0.719
H 1.066 2.815 3.855 0.380
H -0.105 1.890 4.272 0.306
O 0.133 2.628 3.704 -0.772
H -2.552 1.796 -0.216 0.374
H -2.840 2.261 1.395 0.183
O -2.268 1.905 0.717 -0.538

[8]
42
Properties=species:S:1:pos:R:3:mulliken_charge:R:1 method="wB97M-V/def2-TZVPD" homo_ha="-0.62900 / -0.62881" spin_multiplicity=10 gap_ev="6.65 / 2.20" total_charge=+3
Fe -0.462 1.958 2.077 1.077
Fe 0.895 -1.115 -2.728 0.878
C 0.298 0.640 0.015 0.765
O -0.903 0.538 0.455 -0.813
O 0.996 1.451 0.666 -0.838
O 0.686 0.019 -1.003 0.242
C -4.908 -0.762 1.718 -1.117
C -3.609 -0.941 2.419 0.560
O -3.439 -0.082 3.502 -0.555
H -4.958 0.053 0.997 0.301
H -5.779 -0.720 2.372 0.337
H -4.953 -1.678 1.128 0.302
H -2.868 -0.831 1.627 -0.529
H -3.509 -1.933 2.860 0.380
H -3.384 -0.637 4.284 0.361
C 5.113 0.067 0.000 -0.836
C 4.240 0.246 1.240 0.028
O 3.691 1.526 1.225 -0.053
H 5.590 -0.902 -0.143 0.403
H 5.808 0.904 -0.064 0.361
H 4.586 0.158 -0.950 0.157
H 4.642 -0.193 2.152 0.361
H 3.359 -0.394 1.279 0.100
H 2.773 1.477 0.948 0.534
O -0.685 3.858 1.169 -0.470
H -0.489 4.683 1.612 0.350
H -0.614 4.064 0.236 0.309
O -1.473 -2.395 -0.010 -0.596
H -2.001 -2.819 0.667 0.328
H -1.169 -1.583 0.396 0.187
O 1.930 0.700 -3.593 -0.487
H 2.410 1.205 -2.937 0.300
H 1.865 1.286 -4.347 0.316
O 2.537 -2.095 -1.946 -0.448
H 3.376 -2.019 -2.399 0.350
H 2.755 -2.491 -1.102 0.287
O -3.088 -0.029 -1.306 -0.660
H -2.257 0.062 -0.839 0.333
H -3.462 -0.845 -0.973 0.337
O -0.891 -0.355 -3.411 -0.470
H -1.665 -0.003 -2.972 0.293
H -0.984 -0.073 -4.321 0.338

[9]
36
Properties=species:S:1:pos:R:3:mulliken_charge:R:1 method="wB97M-V/def2-TZVPD" smiles=CNCC[C@H](C)N.O.O.O.O.O homo_ha=-0.32062 gap_ev=9.11 total_charge=0
C -0.574 -2.409 2.435 -0.773
N -0.094 -1.033 2.250 -0.330
C -1.107 -0.026 1.990 0.212
C -0.713 1.469 1.762 -1.257
C 0.181 1.735 0.611 1.591
C 1.682 1.890 0.859 -1.448
N -0.227 3.054 0.047 -0.810
H 0.298 -3.005 2.711 0.275
H -1.285 -2.377 3.246 0.363
H -0.997 -2.736 1.485 0.244
H 0.450 -0.960 1.362 0.220
H -1.854 -0.094 2.838 0.460
H -1.757 -0.252 1.059 -0.393
H -0.413 1.936 2.722 0.282
H -1.721 1.872 1.499 0.377
H 0.147 1.093 -0.315 -0.498
H 1.730 2.422 1.820 0.518
H 2.186 2.543 0.084 0.304
H 2.102 0.901 1.151 0.256
H 0.178 3.800 0.588 0.244
H 0.055 3.198 -0.933 0.280
O -2.037 -1.648 -0.667 -0.727
H -2.092 -0.982 -1.384 0.344
H -2.287 -1.232 0.169 0.267
O -0.889 0.251 -2.980 -0.688
H 0.008 0.689 -2.853 0.361
H -1.484 0.993 -3.163 0.307
O 0.325 -2.885 -1.096 -0.687
H 0.486 -3.139 -2.008 0.302
H -0.630 -2.648 -1.042 0.400
O 1.485 1.250 -2.414 -0.714
H 2.174 0.999 -3.039 0.283
H 1.563 0.492 -1.776 0.413
O 1.750 -0.786 -0.927 -0.624
H 0.964 -1.405 -0.870 0.365
H 2.478 -1.411 -0.895 0.282

[10]
37
Properties=species:S:1:pos:R:3:mulliken_charge:R:1 method="wB97M-V/def2-TZVPD" homo_ha=-0.47042 gap_ev=10.39 total_charge=+1
C 0.339 -0.198 -1.464 -0.785
O -0.495 0.486 -2.383 -0.552
C -0.500 -1.022 -0.498 0.198
C 0.532 -1.478 0.550 -0.586
C 0.878 -2.913 0.184 -0.352
C 0.275 -3.948 0.817 -0.720
N -1.624 -0.272 0.221 -0.044
H 1.192 -0.687 -1.970 0.407
H 0.893 0.666 -1.030 0.296
H -0.503 0.155 -3.294 0.351
H -0.924 -1.878 -0.952 0.393
H 0.176 -1.445 1.633 0.466
H 1.461 -0.774 0.594 0.264
H 1.677 -3.100 -0.605 0.300
H -0.418 -3.854 1.707 0.207
H 0.471 -4.958 0.516 0.298
H -2.232 0.253 -0.384 0.368
H -2.132 -0.869 0.880 0.515
H -1.165 0.384 0.806 0.093
H 0.331 4.601 -1.542 0.303
H 1.560 3.974 -2.131 0.315
O 0.718 3.732 -1.534 -0.592
H -4.228 -1.672 1.310 0.298
H -5.018 -0.569 0.837 0.310
O -4.133 -0.947 0.722 -0.623
H -0.233 2.461 0.498 0.282
H 0.129 2.506 1.971 0.353
O -0.370 1.997 1.392 -0.683
H 2.172 3.718 3.100 0.289
H 1.834 2.227 3.281 0.380
O 1.442 3.182 3.156 -0.682
H 0.448 -0.924 -5.045 0.250
H -0.059 -2.245 -4.368 0.271
O 0.162 -1.329 -4.326 -0.545
H 3.566 0.137 2.625 0.282
H 2.273 -0.172 3.177 0.296
O 2.796 0.544 2.887 -0.617

[11]
39
Properties=species:S:1:pos:R:3:mulliken_charge:R:1 method="wB97M-V/def2-TZVPD" homo_ha=-0.14963 gap_ev=6.86 total_charge=-1
C -1.307 1.083 0.694 0.784
C -0.934 2.139 -0.368 -1.159
S -0.106 1.341 -1.820 -0.469
C 0.004 0.491 1.133 0.004
N 0.168 -0.857 1.049 -0.145
C -0.416 -1.755 -0.003 1.390
C 0.524 -2.957 -0.237 -1.122
O 0.797 1.202 1.747 -0.852
H -2.115 0.468 0.320 -0.988
H -1.711 1.731 1.450 0.711
H -0.226 2.852 0.028 0.403
H -1.841 2.672 -0.678 0.445
H 0.891 -1.164 1.692 0.452
H -1.316 -2.043 0.500 0.168
H -0.419 -1.127 -0.882 -1.318
H 0.250 -3.885 0.273 0.355
H 0.720 -3.076 -1.299 0.316
H 1.496 -2.735 0.198 0.274
H 2.650 2.008 -0.827 0.373
H 2.043 2.159 0.602 0.319
O 2.862 2.135 0.119 -0.790
H 3.098 -0.859 1.282 0.342
H 2.724 0.100 2.240 0.367
O 3.050 -0.820 2.253 -0.737
H 0.561 -0.957 -2.561 0.152
H 0.983 -0.943 -4.039 0.292
O 0.773 -1.541 -3.299 -0.673
H -1.838 0.859 3.424 0.318
H -3.149 0.212 2.819 0.334
O -2.769 0.997 3.235 -0.681
H 3.632 0.622 -0.329 0.442
H 2.862 -0.525 -1.055 0.328
O 3.727 -0.113 -0.984 -0.733
H -3.872 -1.514 0.786 0.303
H -3.410 -0.163 0.321 0.396
O -3.809 -0.607 1.089 -0.652
H -2.317 -1.049 -1.643 0.395
H -1.930 -2.126 -2.612 0.327
O -2.701 -1.741 -2.187 -0.672

[12]
39
Properties=species:S:1:pos:R:3:mulliken_charge:R:1 method="wB97M-V/def2-TZVPD" homo_ha=-0.20848 gap_ev=8.75 total_charge=-1
N -2.035 1.788 -0.434 -0.744
C -2.761 0.622 -0.856 0.529
C -1.915 -0.162 -1.971 -1.199
C -2.975 -0.419 0.244 -1.148
N -1.939 -0.839 1.149 -0.037
C -1.821 -0.021 2.360 -0.804
C -0.229 0.331 2.594 -0.566
O 0.208 0.790 1.365 -0.505
H -1.191 1.563 0.113 0.287
H -1.647 2.356 -1.173 0.290
H -3.661 0.954 -1.410 0.374
H -2.641 -0.412 -2.742 0.383
H -1.317 0.568 -2.500 0.377
H -1.358 -0.984 -1.546 0.137
H -3.278 -1.360 -0.381 0.237
H -3.878 -0.258 0.875 0.364
H -1.023 -1.023 0.747 0.239
H -2.296 -0.575 3.155 0.404
H -2.301 0.971 2.274 0.358
H 0.232 -0.577 2.984 0.300
H -0.231 1.141 3.359 0.277
H 2.422 0.260 -0.372 0.622
H 3.690 0.581 -1.603 0.149
O 2.878 0.812 -1.166 -0.755
H 2.585 2.246 1.380 0.336
H 2.764 2.674 -0.097 0.317
O 2.803 2.993 0.816 -0.684
H -1.787 -3.229 0.241 0.347
H -0.829 -3.659 -0.943 0.331
O -1.293 -3.950 -0.157 -0.684
H 4.551 -0.853 -0.655 0.247
H 3.920 -0.646 0.713 0.453
O 4.801 -0.852 0.273 -0.669
H 2.593 -0.058 -3.669 0.253
H 1.806 0.480 -2.502 0.499
O 1.707 0.259 -3.473 -0.709
H 1.204 0.377 1.167 0.187
H 2.019 -1.409 0.995 0.122
O 2.221 -0.482 0.846 -0.916

| no. | DFT total energy (eV) |
| --- | --- |
| 1 | -21362.9856 |
| 2 | -21366.4401 |
| 3 | -23412.2004 |
| 4 | -37809.4971 |
| 5 | -17284.3593 |
| 6 | -21377.4222 |
| 7 | -25475.2533 |
| 8 | -96840.9184 |
| 9 | -18791.3947 |
| 10 | -21389.2966 |
| 11 | -34281.8689 |
| 12 | -22903.9651 |